# 1
Below is C17H30O3 in the gas phase, with properties calculated with ωB97M-V with the def2-TZVPD basis set.

The geometry in XYZ format:
```
50
Properties=species:S:1:pos:R:3:forces:R:3
O -0.364 0.502 -1.860 -1.4 2.0 -1.8
O -2.067 2.156 -1.558 2.5 1.7 0.1
O 0.615 -1.411 -3.575 -0.3 0.2 0.0
C -0.670 -1.067 2.384 1.1 -2.3 -0.3
C 2.389 0.185 5.899 -0.8 -1.2 1.0
C -3.846 0.724 -2.030 -2.8 -0.6 1.2
C -0.166 -0.690 1.039 -0.1 3.5 -2.0
C 1.578 -1.272 3.770 -1.0 1.3 0.8
C 0.348 -1.985 3.154 -0.5 -0.4 1.7
C -1.142 1.592 -2.489 -2.2 -2.2 1.2
C -0.072 0.577 0.506 0.2 -2.1 1.3
C -1.986 1.029 -3.604 -1.0 -0.8 0.2
C 1.263 -0.603 5.170 0.0 0.2 -0.8
C -2.979 1.289 -0.963 0.4 -0.2 0.4
C 0.469 1.006 -0.866 0.1 -0.8 2.7
C 2.048 -1.302 -3.655 -1.1 0.8 0.7
C 2.448 0.135 -3.510 0.3 1.0 3.0
C 2.500 0.776 -2.257 -0.6 0.5 -5.0
C -3.110 0.027 -3.148 3.0 1.2 3.6
C 1.852 0.426 -1.021 2.0 -2.0 2.2
H 3.159 -0.574 6.210 -0.2 1.1 -0.6
H 2.457 -1.862 -4.488 -0.5 0.5 -0.9
H -1.354 0.403 -4.181 0.8 0.2 -1.6
H 2.662 1.865 -2.198 0.5 -0.3 -0.9
H -0.376 1.394 1.110 -0.1 0.8 0.8
H 2.422 -1.921 3.917 0.2 -0.7 0.1
H -2.647 -0.913 -2.711 -0.4 1.0 -0.8
H -2.422 1.959 -4.041 0.3 -1.1 -0.4
H -3.549 1.830 -0.247 -0.9 1.3 0.1
H 0.967 -1.427 5.808 0.0 -0.3 0.3
H 1.898 -0.653 -0.803 -0.8 0.0 -0.5
H -3.819 -0.197 -3.836 -1.6 -0.8 -2.7
H -1.594 -1.632 2.191 0.1 0.1 0.5
H -4.498 -0.021 -1.452 0.3 0.9 -1.1
H 2.625 0.640 -4.438 0.5 0.7 -0.1
H 1.942 0.529 6.883 0.6 0.0 -1.1
H -2.499 0.660 -0.207 0.4 -1.1 -0.9
H 0.205 -0.674 -3.024 1.2 -1.1 -0.6
H -4.505 1.596 -2.443 1.0 -1.6 0.7
H -0.186 -2.543 4.017 0.6 0.8 -1.4
H 0.500 2.104 -0.780 -0.1 -0.2 -0.8
H -0.509 2.352 -2.914 0.5 0.5 0.5
H 2.526 -1.817 -2.872 0.2 -0.9 1.7
H 0.354 0.018 5.134 0.3 0.0 -0.4
H 2.559 0.726 -0.204 -1.0 0.5 -0.3
H 0.747 -2.729 2.499 0.0 -0.7 -0.6
H -0.824 -0.276 3.049 -0.7 1.7 0.6
H -0.061 -1.421 0.264 0.5 -1.1 0.1
H 1.929 -0.557 3.037 0.1 0.6 -0.1
H 2.782 1.043 5.334 0.0 -0.4 0.2
```
Forces are in eV/Å.

Computed properties:
- Electronic energy: -891.324475 hartree
- HOMO: -9.11 eV
- HOMO-LUMO gap: 0.3661 hartree

=====

# 2
Below is C6H8O2 in the gas phase, with properties calculated with ωB97M-V with the def2-TZVPD basis set.

The geometry in XYZ format:
```
16
Properties=species:S:1:pos:R:3:forces:R:3
O -2.276 -0.061 -0.135 -0.9 0.2 0.7
O 2.280 -0.007 -0.200 -0.7 0.0 -0.1
C -1.024 0.586 -0.418 -1.9 0.3 -0.1
C -0.054 1.673 0.082 -0.2 0.5 1.4
C -1.097 -0.637 0.380 0.0 -0.8 -4.4
C 0.942 -0.551 -0.442 1.6 -0.5 -1.8
C 0.009 -1.660 -0.033 1.3 -1.5 3.8
C 1.055 0.554 0.425 1.5 0.8 2.5
H -0.001 -2.575 -0.629 -0.6 0.5 -0.3
H 0.081 2.182 -0.848 1.0 0.7 -0.4
H 0.724 -0.263 -1.466 0.1 -0.2 0.0
H -0.972 -0.510 1.367 -0.1 0.7 3.5
H 1.306 0.206 1.506 -1.5 1.3 -1.5
H -0.946 0.572 -1.502 0.2 -0.5 0.2
H 0.325 -2.018 1.073 -0.4 0.3 -2.5
H -0.352 2.509 0.840 0.7 -2.1 -0.9
```
Forces are in eV/Å.

Computed properties:
- Electronic energy: -383.641190 hartree
- HOMO: -9.92 eV
- HOMO-LUMO gap: 0.4002 hartree

=====

# 3
Below is C12H28ErN4O5 as an isolated structure, with properties calculated with ωB97M-V with the def2-TZVPD basis set.

The geometry in XYZ format:
```
50
Properties=species:S:1:pos:R:3:forces:R:3
Er -0.704 -1.088 1.825 -0.2 -3.4 0.2
O 0.804 -1.712 3.314 0.8 0.2 0.5
O -2.543 -2.379 1.979 -0.5 0.0 0.2
O -1.571 -0.476 3.741 -0.4 -0.3 0.8
O -1.644 0.353 0.610 -0.1 1.0 -0.8
O 0.233 0.801 1.636 0.4 1.0 -0.5
N 2.067 2.770 -3.966 -0.1 -0.1 0.0
N 0.489 -0.943 -0.581 -0.1 0.4 -0.1
N 3.961 3.537 -5.044 0.0 0.0 0.0
N 2.380 2.378 -6.234 0.1 0.1 0.0
C 2.794 2.903 -5.086 0.0 -0.1 0.0
C 0.326 0.990 -3.315 0.1 0.0 0.0
C -0.450 0.992 -1.976 0.0 0.0 -0.1
C -0.437 0.759 0.560 0.1 1.4 -0.7
C 2.176 -1.774 2.798 -0.1 0.0 0.4
C 0.669 -0.840 4.484 0.0 -0.2 0.0
C -3.215 -2.222 3.272 -0.1 0.0 -0.2
C 0.649 2.381 -3.918 0.1 0.0 0.0
C -3.332 -3.140 1.008 0.1 0.1 0.2
C 0.319 0.562 -0.735 0.0 0.1 -0.1
C -0.774 -0.869 4.903 -0.1 0.0 -0.1
C -2.999 -0.815 3.765 0.3 0.0 0.2
H -1.070 -1.866 5.222 -0.1 -0.1 0.0
H 2.864 -1.979 3.610 0.0 -0.1 0.1
H 1.295 -1.215 5.288 0.1 -0.1 0.1
H -4.285 -2.378 3.151 -0.1 -0.1 -0.1
H 0.268 2.425 -4.933 -0.1 0.1 0.0
H 1.294 1.033 -0.650 0.1 0.0 0.0
H -0.077 -1.393 -1.293 -0.1 -0.1 -0.1
H -0.295 0.471 -4.045 0.0 0.0 0.0
H 1.446 -1.210 -0.779 0.1 -0.1 0.1
H -2.729 -3.247 0.113 0.1 0.0 -0.1
H -0.873 1.983 -1.788 0.1 0.0 0.0
H -3.476 -0.099 3.108 0.0 0.2 -0.1
H 4.556 3.591 -5.855 0.0 0.0 0.0
H 1.553 1.815 -6.299 0.0 -0.1 0.0
H -1.320 0.336 -2.057 0.0 0.0 0.0
H 0.987 0.160 4.207 0.1 0.2 0.0
H 4.247 4.067 -4.238 0.0 0.0 0.0
H 2.432 -0.825 2.337 0.0 0.2 -0.1
H 2.891 2.535 -7.088 0.0 0.0 0.0
H -2.828 -2.978 3.947 0.1 -0.2 0.1
H 2.464 3.187 -3.139 0.0 0.0 0.0
H 1.248 0.404 -3.248 0.0 0.1 0.1
H -3.549 -4.119 1.423 0.0 -0.1 0.0
H 2.220 -2.592 2.088 -0.1 -0.1 -0.1
H -4.243 -2.594 0.787 -0.1 0.0 0.0
H -3.397 -0.691 4.767 0.0 0.0 0.1
H 0.116 3.171 -3.390 0.0 0.0 0.1
H -0.936 -0.161 5.711 -0.1 0.1 0.1
```
Forces are in eV/Å.

Computed properties:
- Electronic energy: -2083.526675 hartree
- HOMO (spin up / spin down): -18.53 / -18.53 eV
- HOMO-LUMO gap (spin up / spin down): 0.3795 / 0.3820 hartree
- 2S+1: 4
- Expectation value of S²: 3.752
- Total charge: +3

=====

# 4
Below is C44H40CoN9O2PSbSe4 as an isolated structure, with properties calculated with ωB97M-V with the def2-TZVPD basis set.

The geometry in XYZ format:
```
102
Properties=species:S:1:pos:R:3:forces:R:3
Sb 0.185 -0.104 -3.867 -0.1 0.1 0.3
Se -0.529 2.121 -4.805 0.0 0.0 0.0
Se -0.265 0.500 -1.423 -0.4 0.4 -0.2
Se -1.243 -1.887 -4.476 -0.1 -0.3 -0.1
Se 2.522 0.038 -4.355 0.2 0.0 -0.1
Co 0.471 0.085 0.778 0.2 -0.4 0.0
P 2.869 0.115 0.672 -0.3 0.0 0.0
O 1.440 0.537 5.015 0.1 0.0 0.0
O -3.906 0.060 -2.727 -0.1 0.0 0.0
N -0.076 -2.132 0.517 0.0 0.2 0.0
N -5.411 -0.509 -4.226 0.1 -0.1 0.0
N -0.156 2.172 1.113 -0.2 -0.1 0.1
N -0.221 -3.761 -1.018 0.1 0.0 -0.2
N -1.349 -3.702 -0.290 0.1 0.1 0.2
N -0.142 4.194 0.162 0.1 0.2 -0.2
N 0.636 0.065 2.982 0.1 0.0 0.0
N -5.240 0.855 -4.284 0.1 0.1 0.1
N -1.406 3.756 0.307 0.0 -0.2 0.2
C -3.035 4.139 -1.539 0.0 0.1 0.0
C -3.337 5.138 -2.454 0.1 0.0 0.0
C 3.870 -0.383 4.643 0.0 0.0 0.0
C -3.560 -2.728 -1.913 0.1 0.0 -0.1
C -0.541 0.491 3.773 -0.1 0.0 0.0
C 3.549 -2.532 0.431 0.0 0.0 0.1
C 3.515 1.656 -0.023 0.1 0.0 0.1
C 3.574 3.191 -1.877 0.0 0.0 0.0
C 4.325 -1.167 -1.395 -0.1 0.0 0.0
C -3.296 2.813 -1.859 -0.1 0.0 0.0
C 0.035 0.748 5.169 -0.1 0.0 0.0
C 4.208 4.134 -1.081 0.0 0.0 0.0
C 4.131 -3.644 -0.146 0.0 -0.1 0.0
C -1.405 2.559 0.884 0.1 0.0 -0.2
C -3.901 4.825 -3.683 0.0 0.0 0.0
C -4.606 -0.945 -3.315 -0.1 0.3 -0.1
C -1.689 -0.530 3.789 0.1 0.1 0.0
C -2.462 -4.583 -0.557 -0.1 -0.1 -0.1
C 4.801 -3.525 -1.357 0.0 0.0 -0.1
C -1.252 -2.731 0.613 0.0 -0.1 0.1
C 3.218 1.961 -1.349 -0.1 0.0 0.0
C 3.102 -0.117 3.502 0.1 0.0 0.0
C -4.434 -2.339 -2.924 0.0 -0.1 0.1
C -5.010 -4.632 -3.335 0.0 0.0 0.0
C -2.596 -0.351 2.576 0.0 0.0 0.0
C -4.196 3.513 -3.989 0.0 0.0 0.0
C -4.133 -5.022 -2.337 0.0 0.0 0.0
C 4.894 -2.292 -1.979 0.0 -0.1 0.0
C 4.150 2.607 0.776 0.0 0.0 0.0
C 3.740 -0.038 2.261 -0.1 -0.1 0.2
C 1.662 0.142 3.746 -0.2 0.0 0.0
C 0.508 -2.796 -0.523 0.1 -0.1 -0.1
C -1.173 -1.954 3.965 0.0 0.0 0.0
C 5.239 -0.553 4.559 0.0 0.0 0.0
C -3.408 -4.075 -1.624 0.0 -0.1 0.0
C -2.508 4.557 -0.185 -0.1 0.1 0.0
C 5.124 -0.186 2.201 0.1 0.0 0.0
C -5.158 -3.292 -3.635 0.0 0.0 0.1
C 4.493 3.841 0.246 0.0 0.1 0.0
C 5.875 -0.434 3.333 0.0 0.0 0.0
C -3.904 2.504 -3.069 0.0 0.1 0.0
C -4.350 1.153 -3.398 -0.1 -0.2 -0.1
C 3.641 -1.285 -0.191 0.2 0.1 -0.1
C 0.578 3.217 0.643 0.1 0.0 0.0
H -5.560 -5.376 -3.896 0.0 0.0 0.0
H -2.035 -0.335 1.636 0.0 0.0 0.0
H -2.956 -1.976 -1.417 0.0 0.0 0.0
H -2.287 -0.280 4.674 0.0 0.0 0.0
H -2.117 5.571 -0.238 -0.1 0.0 0.0
H 4.475 5.099 -1.491 0.0 0.0 0.0
H 4.400 -0.218 -1.902 0.0 0.0 0.0
H 5.399 -2.195 -2.931 0.0 0.0 0.0
H 2.694 1.260 -1.988 0.0 0.0 0.0
H -2.301 1.995 1.080 0.0 0.0 0.0
H -0.567 -2.263 3.114 0.0 0.0 0.0
H -4.656 3.246 -4.929 0.0 0.0 0.0
H -3.990 -6.075 -2.125 0.0 0.0 0.0
H 6.948 -0.544 3.257 0.0 0.0 0.0
H -0.548 -2.044 4.856 0.0 0.0 0.0
H 3.384 -0.455 5.604 0.0 0.0 0.0
H -2.976 -4.754 0.392 -0.1 0.0 0.0
H -2.040 -2.511 1.309 0.0 0.0 0.0
H 4.982 4.576 0.872 0.0 0.0 0.0
H -4.114 5.609 -4.398 0.0 0.0 0.0
H -0.902 1.420 3.328 0.0 0.0 0.1
H 3.332 3.399 -2.911 0.0 0.0 0.0
H -3.116 6.171 -2.211 0.0 0.0 0.0
H 5.807 -0.770 5.453 0.0 0.0 0.0
H -0.113 1.767 5.524 0.0 0.0 0.0
H -3.145 0.590 2.648 0.0 0.0 0.0
H 5.614 -0.122 1.237 0.0 0.0 0.0
H -3.338 -1.148 2.509 0.0 0.0 0.0
H -5.815 -2.967 -4.429 0.0 0.0 0.0
H -2.003 -2.652 4.078 0.0 0.0 0.0
H 3.014 -2.634 1.370 0.0 0.0 0.0
H 1.653 3.242 0.639 0.0 0.0 0.1
H -3.039 2.009 -1.181 0.0 0.0 0.0
H 5.243 -4.399 -1.819 0.0 0.0 0.0
H -3.302 4.542 0.566 0.0 -0.1 0.0
H 4.052 -4.607 0.341 0.0 0.0 0.0
H 4.370 2.400 1.816 0.0 0.0 0.0
H -2.033 -5.530 -0.880 0.0 0.0 0.0
H -0.335 0.045 5.918 0.0 0.0 0.0
H 1.472 -2.545 -0.930 0.0 0.0 0.0
```
Forces are in eV/Å.

Computed properties:
- Electronic energy: -13914.157424 hartree
- HOMO (spin up / spin down): -6.69 / -6.68 eV
- HOMO-LUMO gap (spin up / spin down): 0.2271 / 0.2087 hartree
- 2S+1: 5
- Expectation value of S²: 6.021

=====

# 5
Below is C5H7NO in the gas phase, with properties calculated with ωB97M-V with the def2-TZVPD basis set.

The geometry in XYZ format:
```
14
Properties=species:S:1:pos:R:3:forces:R:3
O 1.773 -0.419 1.494 0.1 0.2 -0.5
N -2.303 1.283 -1.698 0.8 -0.3 0.8
C -0.582 0.435 0.096 0.1 0.0 0.1
C -1.012 -0.954 0.610 0.0 -0.1 0.0
C 0.817 0.447 -0.543 0.0 0.0 0.1
C 1.918 -0.077 0.346 0.0 0.0 0.2
C -1.544 0.924 -0.903 -0.7 0.4 -0.7
H 2.917 -0.123 -0.143 -0.2 0.0 0.1
H 1.103 1.465 -0.846 0.0 -0.1 0.0
H -0.650 -1.111 1.624 0.0 0.0 -0.1
H -0.591 1.143 0.934 0.0 -0.1 -0.2
H -0.601 -1.748 -0.019 0.0 0.1 0.0
H -2.097 -1.053 0.601 0.0 0.1 0.0
H 0.819 -0.141 -1.470 0.0 0.0 0.1
```
Forces are in eV/Å.

Computed properties:
- Electronic energy: -324.695855 hartree
- HOMO: -10.44 eV
- HOMO-LUMO gap: 0.4107 hartree

=====

# 6
Below is C4H7ClN2 in the gas phase, with properties calculated with ωB97M-V with the def2-TZVPD basis set.

The geometry in XYZ format:
```
14
Properties=species:S:1:pos:R:3:forces:R:3
Cl -1.913 1.244 0.605 -0.1 -0.4 -0.2
N 0.143 -0.260 -0.513 0.7 0.0 2.7
N 0.760 -0.776 1.721 1.4 0.3 -1.3
C -1.083 -0.370 0.245 2.1 -0.1 1.5
C -0.482 -0.811 1.636 -1.8 -1.5 0.3
C 0.101 0.634 -1.589 -0.5 2.6 -2.6
C 1.266 -0.190 0.471 0.3 -0.8 -0.1
H 0.402 1.793 -1.420 -0.8 -2.5 0.3
H -1.027 0.611 -1.857 2.1 0.4 -0.5
H 2.162 -0.724 0.041 -0.9 0.5 0.6
H -0.967 -1.242 2.554 -0.4 0.7 -1.3
H 0.794 0.353 -2.460 -1.2 0.0 1.1
H -1.726 -1.051 -0.294 -0.8 0.2 0.4
H 1.571 0.790 0.860 0.0 0.4 -0.9
```
Forces are in eV/Å.

Computed properties:
- Electronic energy: -726.262742 hartree
- HOMO: -9.34 eV
- HOMO-LUMO gap: 0.3732 hartree